Formula: C18H50N6O11P2S2V
Source: OMol25
Level of theory: ωB97M-V/def2-TZVPD

The value obtained for the LUMO energy (alpha / beta) is -2.1 / -6.6 eV. Its net charge is +1. The frontier orbital gap (alpha / beta) is 0.281 / 0.117 Eh. The spin multiplicity is 3. Its expectation value of S² is 2.028.

Each line ends with the Löwdin charge.
Geometry (Å):
1 O 0.53095 0.08105 0.29712  -0.30
2 V 1.47771 0.80488 -0.66355  1.06
3 O 4.73050 -0.32327 1.90981  0.08
4 C 3.78161 0.62452 1.82970  -0.80
5 O 3.68781 1.56482 2.66479  -0.01
6 O 3.00009 0.66662 0.87211  -0.09
7 H 5.22644 -0.33728 2.73166  0.12
8 O 0.70210 4.64361 -1.63717  0.18
9 C 0.94544 3.40845 -1.32663  -0.84
10 O 0.29821 2.75255 -0.53943  0.01
11 O 1.93730 2.81174 -1.83689  -0.08
12 H 1.44649 4.81348 -2.21909  0.13
13 O 0.04895 1.15624 3.90079  -0.21
14 P -1.21369 0.46230 4.25239  0.59
15 N -1.29499 -1.21007 3.94896  -0.20
16 C -2.59477 -1.95294 3.75216  -0.03
17 C -0.04882 -1.84536 3.49044  -0.06
18 N -2.55705 1.17976 3.51881  -0.30
19 C -2.83906 0.97235 2.06897  -0.07
20 C -3.12759 2.43865 4.02729  -0.08
21 N -1.52261 0.43745 5.96779  -0.15
22 C -2.85458 0.09231 6.48837  -0.07
23 C -0.35481 0.39316 6.87137  -0.03
24 H -2.50251 -2.94514 4.19389  0.10
25 H -2.84695 -1.93643 2.69186  0.09
26 H -3.32334 -1.45207 4.38967  0.06
27 H 0.76820 -1.75561 4.20634  0.10
28 H 0.29460 -1.37976 2.56666  0.07
29 H -0.23027 -2.89817 3.27420  0.08
30 H -2.05362 1.40679 1.45055  0.08
31 H -2.60554 -0.04958 1.77026  0.06
32 H -3.86817 1.21642 1.80542  0.10
33 H -4.16685 2.48160 3.70141  0.09
34 H -3.10699 2.31126 5.10962  0.06
35 H -2.65638 3.28664 3.53033  0.10
36 H -3.02985 -0.98280 6.44917  0.09
37 H -3.02072 0.40737 7.51854  0.11
38 H -3.71764 0.46019 5.93350  0.08
39 H 0.49144 0.00213 6.30652  0.09
40 H -0.52104 -0.44503 7.54806  0.10
41 H -0.26488 1.33707 7.40900  0.12
42 O 0.18890 0.58103 -2.43191  -0.30
43 P -0.85533 0.40168 -3.50739  0.67
44 N -2.42944 0.51677 -2.89490  -0.29
45 C -3.04166 -0.65439 -2.26661  -0.11
46 C -2.73719 1.75333 -2.14318  -0.10
47 N -0.76636 -1.14429 -4.29884  -0.28
48 C 0.20060 -2.14043 -3.77284  -0.09
49 C -1.36212 -1.43784 -5.59190  -0.13
50 N -0.83137 1.51740 -4.78113  -0.28
51 C 0.43197 2.22363 -5.09398  -0.08
52 C -1.96028 1.69419 -5.74470  -0.09
53 H -2.30178 -1.23262 -1.71314  0.08
54 H -3.47638 -1.29189 -3.03649  0.07
55 H -3.92961 -0.47651 -1.65998  0.08
56 H -2.15153 2.58924 -2.52575  0.08
57 H -2.60345 1.64070 -1.06730  0.07
58 H -3.76729 2.07792 -2.29028  0.08
59 H 0.32428 -2.90985 -4.53495  0.08
60 H 1.17968 -1.71461 -3.55332  0.06
61 H -0.19058 -2.62487 -2.87819  0.06
62 H -1.52133 -2.49360 -5.81128  0.08
63 H -2.35042 -1.00633 -5.75054  0.07
64 H -0.72538 -1.05814 -6.39095  0.08
65 H 0.93335 1.80376 -5.96601  0.08
66 H 0.19530 3.25359 -5.36093  0.08
67 H 1.07505 2.19694 -4.21430  0.06
68 H -1.99591 0.93692 -6.52787  0.05
69 H -1.72038 2.55663 -6.36658  0.08
70 H -2.95304 1.80605 -5.30879  0.08
71 C 5.21999 -1.14221 -2.40455  -0.22
72 S 4.27601 0.39629 -2.80147  0.97
73 O 2.89493 0.23502 -2.16273  -0.63
74 C 5.20081 1.42688 -1.58179  -0.20
75 H 4.92360 -1.91568 -3.11307  0.05
76 H 4.99776 -1.47903 -1.39199  0.05
77 H 6.28954 -0.97775 -2.53539  0.06
78 H 5.31134 0.82488 -0.67986  0.05
79 H 4.59535 2.33300 -1.55987  0.05
80 H 6.19931 1.66272 -1.94987  0.06
81 C 0.50363 -4.00165 0.58815  -0.25
82 S 1.91118 -3.17822 -0.22108  0.88
83 O 1.20715 -1.99929 -0.83476  -0.59
84 C 2.87198 -2.54311 1.17025  -0.24
85 H -0.25957 -3.27131 0.85692  0.04
86 H 0.87148 -4.31794 1.56424  0.03
87 H -0.07817 -4.74191 0.03895  0.06
88 H 2.28567 -1.74329 1.62261  0.04
89 H 3.84674 -2.30198 0.74622  0.04
90 H 3.02781 -3.32951 1.90876  0.06

Formula: C4H5ClN2
Source: OMol25
Level of theory: ωB97M-V/def2-TZVPD

For the energy above the lowest of the compared OMol25 structures with the same formula, charge and spin, the calculation gives 68.9 kJ/mol. The value obtained for the LUMO energy is 0.9 eV. Its SMILES is Cc1[nH]ncc1Cl. The frontier orbital gap is 0.361 Eh.

Each line ends with the Löwdin charge.
Geometry (Å):
1 C 0.04718 -0.60953 1.59732  -0.03
2 C 0.04147 -0.02851 0.25890  -0.38
3 N 1.02978 0.75526 -0.19621  0.01
4 N 0.88451 1.07711 -1.51944  0.03
5 C -0.23888 0.48927 -1.85244  -0.18
6 C -0.81832 -0.18903 -0.76589  -0.68
7 Cl -2.28347 -1.05477 -0.76361  0.68
8 H 0.98907 -0.42076 2.07460  0.07
9 H -0.12816 -1.69746 1.55616  0.09
10 H -0.76492 -0.14654 2.19644  0.10
11 H 1.74227 1.26044 0.32333  0.16
12 H -0.50053 0.56451 -2.90918  0.11

Formula: C17H18BrIrN2O6Si
Source: OMol25
Level of theory: ωB97M-V/def2-TZVPD

For the energy above the lowest of the compared OMol25 structures with the same formula, charge and spin, the calculation gives 44.2 kJ/mol. The value obtained for the LUMO energy is -1.0 eV. The frontier orbital gap is 0.280 Eh.

Each line ends with the Löwdin charge.
Geometry (Å):
1 Ir -0.07442 -0.25539 -0.26670  1.27
2 O -2.71779 2.26256 2.44234  0.13
3 C -1.64987 1.76870 1.80625  -0.48
4 O -1.09646 2.32309 0.89691  0.11
5 C -1.11081 0.53623 2.46387  -0.14
6 C -1.39810 0.17966 3.76467  0.03
7 C -0.61738 -0.79676 4.38038  -0.01
8 C 0.47379 -1.31514 3.70931  0.02
9 C 0.66152 -0.95152 2.38645  -0.16
10 N -0.17604 -0.12768 1.76361  0.02
11 C 1.88249 -1.29598 1.55336  -0.61
12 O 2.83394 -1.79970 2.12070  0.08
13 O 1.80821 -0.93352 0.31901  -0.24
14 H -2.98828 3.06202 1.96648  0.14
15 H -2.17887 0.70018 4.29868  0.13
16 H -0.82411 -1.08844 5.40128  0.12
17 H 1.18744 -1.98720 4.16454  0.13
18 Br 2.63364 -0.70055 -2.56890  0.88
19 C 0.91516 -0.36363 -3.23048  -0.71
20 C 0.71924 -0.35014 -4.60428  -0.10
21 C -0.54539 -0.09381 -5.09583  -0.03
22 C -1.57158 0.16884 -4.20144  0.02
23 C -1.29874 0.13629 -2.85366  -0.16
24 N -0.07349 -0.15043 -2.36123  -0.09
25 C -2.38538 0.44790 -1.83886  -0.58
26 O -3.45322 0.87317 -2.22804  0.08
27 O -2.04605 0.21045 -0.61841  -0.17
28 H 1.55863 -0.54239 -5.25493  0.10
29 H -0.72294 -0.08727 -6.16300  0.12
30 H -2.57950 0.41050 -4.50543  0.13
31 C 1.78374 -4.24950 -0.26902  -0.17
32 Si -0.04390 -3.95619 -0.04253  0.45
33 C -0.89917 -5.13745 -1.22921  -0.19
34 C -0.58119 -4.32011 1.71894  -0.17
35 C -0.74523 -2.28606 -0.56405  -0.24
36 H 1.97960 -5.31436 -0.11125  0.04
37 H 2.43343 -3.68984 0.40007  0.02
38 H 2.08070 -4.00650 -1.29288  0.03
39 H -0.64918 -6.17271 -0.98335  0.03
40 H -0.56791 -4.94918 -2.25332  0.03
41 H -1.98626 -5.03738 -1.20364  0.03
42 H -0.38307 -5.36097 1.98555  0.03
43 H -1.64946 -4.13460 1.85146  0.03
44 H -0.03856 -3.69286 2.42930  0.01
45 H -1.73046 -2.06102 -0.16314  0.02
46 H -0.72899 -2.27262 -1.65239  0.01

Formula: CH2Cl4P2
Source: OMol25
Level of theory: ωB97M-V/def2-TZVPD

For the energy above the lowest of the compared OMol25 structures with the same formula, charge and spin, the calculation gives 166.0 kJ/mol. The value obtained for the LUMO energy is -2.1 eV. Its SMILES is ClP1CP1(Cl)(Cl)Cl. The frontier orbital gap is 0.261 Eh.

Each line ends with the Löwdin charge.
Geometry (Å):
1 Cl -2.03050 -1.49377 -2.10736  0.15
2 P -0.04423 -1.30147 -1.78536  0.44
3 C 0.06920 -0.41415 -0.10227  -0.72
4 P 0.02914 -2.23801 0.36052  -0.25
5 Cl 0.08765 -4.58354 0.95214  -0.14
6 Cl -1.65256 -2.19326 1.55617  0.21
7 Cl 1.78175 -2.03751 1.42896  0.23
8 H 1.24271 -0.12264 -0.05576  0.05
9 H -0.76101 0.25475 0.14369  0.02

Formula: C15H29FeN2O
Source: OMol25
Level of theory: ωB97M-V/def2-TZVPD

For the energy above the lowest of the compared OMol25 structures with the same formula, charge and spin, the calculation gives 0.0 kJ/mol. The value obtained for the LUMO energy (alpha / beta) is -6.6 / -9.2 eV. Its net charge is +2. The frontier orbital gap (alpha / beta) is 0.318 / 0.257 Eh. The spin multiplicity is 6. Its expectation value of S² is 8.767.

Each line ends with the Löwdin charge.
Geometry (Å):
1 C -3.11263 -1.94590 -0.21879  -0.10
2 H -3.55055 -2.87898 0.19006  0.10
3 H -3.88863 -1.44375 -0.81135  0.09
4 H -3.00629 -1.28546 0.64455  0.05
5 C -1.83463 -2.14138 -1.06892  -0.32
6 H -1.28115 -1.18245 -1.18138  0.04
7 H -1.09480 -2.72824 -0.51964  0.09
8 C -2.07210 -2.80732 -2.43942  -0.08
9 H -1.16691 -3.24653 -2.88510  0.08
10 H -2.79993 -3.62055 -2.38537  0.09
11 H -2.48031 -2.11959 -3.18814  0.08
12 C 1.36245 1.98872 -0.00459  -0.23
13 C 1.23739 1.47867 -1.36190  -0.21
14 C -0.16202 1.60927 -1.73851  -0.22
15 C -0.87267 2.19759 -0.64793  -0.19
16 C 0.04252 2.39607 0.43382  -0.20
17 C -0.32357 2.95632 1.76340  0.00
18 C -2.32218 2.54157 -0.65306  0.01
19 C -0.79863 1.19944 -3.02328  -0.01
20 C 2.26717 0.72115 -2.13105  0.01
21 C 2.57149 1.94958 0.85685  -0.01
22 Fe 0.22629 0.05812 0.01603  1.06
23 H -2.73610 2.57510 0.36170  0.09
24 H -2.52459 3.51899 -1.11629  0.13
25 H -2.90334 1.80011 -1.21788  0.09
26 H -1.39612 2.81739 1.96782  0.09
27 H 0.22363 2.45674 2.57585  0.09
28 H -0.11927 4.03209 1.85622  0.12
29 H 3.23877 1.12526 0.56468  0.08
30 H 3.14070 2.88479 0.78310  0.12
31 H 2.30511 1.81263 1.91698  0.09
32 H 1.78778 0.08930 -2.89636  0.09
33 H 2.99263 1.37013 -2.64132  0.12
34 H 2.83633 0.04913 -1.46613  0.10
35 H -1.82027 0.82685 -2.83800  0.08
36 H -0.89221 2.01331 -3.76162  0.12
37 H -0.23936 0.38440 -3.50592  0.09
38 C 3.40681 -1.66418 2.84947  -0.02
39 N 2.03614 -2.08715 3.11257  0.07
40 C 0.98503 -1.78539 2.33363  -0.50
41 N -0.21305 -2.36837 2.59593  0.22
42 O 1.12013 -0.98930 1.35239  -0.09
43 H 3.40296 -0.94439 2.02641  0.07
44 H 4.04064 -2.52245 2.58987  0.11
45 H 3.85954 -1.20181 3.73508  0.10
46 H 1.87217 -2.78359 3.82471  0.16
47 H -0.96332 -2.13173 1.96216  0.10
48 H -0.38106 -2.97419 3.38867  0.14

What did the third record say?
Formula: C17H18BrIrN2O6Si
Source: OMol25
Level of theory: ωB97M-V/def2-TZVPD

For the energy above the lowest of the compared OMol25 structures with the same formula, charge and spin, the calculation gives 44.2 kJ/mol. The value obtained for the LUMO energy is -1.0 eV. The frontier orbital gap is 0.280 Eh.

Each line ends with the Löwdin charge.
Geometry (Å):
1 Ir -0.07442 -0.25539 -0.26670  1.27
2 O -2.71779 2.26256 2.44234  0.13
3 C -1.64987 1.76870 1.80625  -0.48
4 O -1.09646 2.32309 0.89691  0.11
5 C -1.11081 0.53623 2.46387  -0.14
6 C -1.39810 0.17966 3.76467  0.03
7 C -0.61738 -0.79676 4.38038  -0.01
8 C 0.47379 -1.31514 3.70931  0.02
9 C 0.66152 -0.95152 2.38645  -0.16
10 N -0.17604 -0.12768 1.76361  0.02
11 C 1.88249 -1.29598 1.55336  -0.61
12 O 2.83394 -1.79970 2.12070  0.08
13 O 1.80821 -0.93352 0.31901  -0.24
14 H -2.98828 3.06202 1.96648  0.14
15 H -2.17887 0.70018 4.29868  0.13
16 H -0.82411 -1.08844 5.40128  0.12
17 H 1.18744 -1.98720 4.16454  0.13
18 Br 2.63364 -0.70055 -2.56890  0.88
19 C 0.91516 -0.36363 -3.23048  -0.71
20 C 0.71924 -0.35014 -4.60428  -0.10
21 C -0.54539 -0.09381 -5.09583  -0.03
22 C -1.57158 0.16884 -4.20144  0.02
23 C -1.29874 0.13629 -2.85366  -0.16
24 N -0.07349 -0.15043 -2.36123  -0.09
25 C -2.38538 0.44790 -1.83886  -0.58
26 O -3.45322 0.87317 -2.22804  0.08
27 O -2.04605 0.21045 -0.61841  -0.17
28 H 1.55863 -0.54239 -5.25493  0.10
29 H -0.72294 -0.08727 -6.16300  0.12
30 H -2.57950 0.41050 -4.50543  0.13
31 C 1.78374 -4.24950 -0.26902  -0.17
32 Si -0.04390 -3.95619 -0.04253  0.45
33 C -0.89917 -5.13745 -1.22921  -0.19
34 C -0.58119 -4.32011 1.71894  -0.17
35 C -0.74523 -2.28606 -0.56405  -0.24
36 H 1.97960 -5.31436 -0.11125  0.04
37 H 2.43343 -3.68984 0.40007  0.02
38 H 2.08070 -4.00650 -1.29288  0.03
39 H -0.64918 -6.17271 -0.98335  0.03
40 H -0.56791 -4.94918 -2.25332  0.03
41 H -1.98626 -5.03738 -1.20364  0.03
42 H -0.38307 -5.36097 1.98555  0.03
43 H -1.64946 -4.13460 1.85146  0.03
44 H -0.03856 -3.69286 2.42930  0.01
45 H -1.73046 -2.06102 -0.16314  0.02
46 H -0.72899 -2.27262 -1.65239  0.01

Repeat the fifth record exactly.
Formula: C15H29FeN2O
Source: OMol25
Level of theory: ωB97M-V/def2-TZVPD

For the energy above the lowest of the compared OMol25 structures with the same formula, charge and spin, the calculation gives 0.0 kJ/mol. The value obtained for the LUMO energy (alpha / beta) is -6.6 / -9.2 eV. Its net charge is +2. The frontier orbital gap (alpha / beta) is 0.318 / 0.257 Eh. The spin multiplicity is 6. Its expectation value of S² is 8.767.

Each line ends with the Löwdin charge.
Geometry (Å):
1 C -3.11263 -1.94590 -0.21879  -0.10
2 H -3.55055 -2.87898 0.19006  0.10
3 H -3.88863 -1.44375 -0.81135  0.09
4 H -3.00629 -1.28546 0.64455  0.05
5 C -1.83463 -2.14138 -1.06892  -0.32
6 H -1.28115 -1.18245 -1.18138  0.04
7 H -1.09480 -2.72824 -0.51964  0.09
8 C -2.07210 -2.80732 -2.43942  -0.08
9 H -1.16691 -3.24653 -2.88510  0.08
10 H -2.79993 -3.62055 -2.38537  0.09
11 H -2.48031 -2.11959 -3.18814  0.08
12 C 1.36245 1.98872 -0.00459  -0.23
13 C 1.23739 1.47867 -1.36190  -0.21
14 C -0.16202 1.60927 -1.73851  -0.22
15 C -0.87267 2.19759 -0.64793  -0.19
16 C 0.04252 2.39607 0.43382  -0.20
17 C -0.32357 2.95632 1.76340  0.00
18 C -2.32218 2.54157 -0.65306  0.01
19 C -0.79863 1.19944 -3.02328  -0.01
20 C 2.26717 0.72115 -2.13105  0.01
21 C 2.57149 1.94958 0.85685  -0.01
22 Fe 0.22629 0.05812 0.01603  1.06
23 H -2.73610 2.57510 0.36170  0.09
24 H -2.52459 3.51899 -1.11629  0.13
25 H -2.90334 1.80011 -1.21788  0.09
26 H -1.39612 2.81739 1.96782  0.09
27 H 0.22363 2.45674 2.57585  0.09
28 H -0.11927 4.03209 1.85622  0.12
29 H 3.23877 1.12526 0.56468  0.08
30 H 3.14070 2.88479 0.78310  0.12
31 H 2.30511 1.81263 1.91698  0.09
32 H 1.78778 0.08930 -2.89636  0.09
33 H 2.99263 1.37013 -2.64132  0.12
34 H 2.83633 0.04913 -1.46613  0.10
35 H -1.82027 0.82685 -2.83800  0.08
36 H -0.89221 2.01331 -3.76162  0.12
37 H -0.23936 0.38440 -3.50592  0.09
38 C 3.40681 -1.66418 2.84947  -0.02
39 N 2.03614 -2.08715 3.11257  0.07
40 C 0.98503 -1.78539 2.33363  -0.50
41 N -0.21305 -2.36837 2.59593  0.22
42 O 1.12013 -0.98930 1.35239  -0.09
43 H 3.40296 -0.94439 2.02641  0.07
44 H 4.04064 -2.52245 2.58987  0.11
45 H 3.85954 -1.20181 3.73508  0.10
46 H 1.87217 -2.78359 3.82471  0.16
47 H -0.96332 -2.13173 1.96216  0.10
48 H -0.38106 -2.97419 3.38867  0.14